79
Properties=species:S:1:pos:R:3:forces:R:3:mulliken_charge:R:1 method="wB97M-V/def2-TZVPD" fmax_ev_per_a=1.232 de_lowest_ev=0.000 orbital_gap_ha="0.24632 / 0.24627" total_charge=+1
Os 0.25404 0.60206 1.16878 -1.08 -0.27 -0.53 1.831
C -0.63996 -5.34044 3.70984 0.01 -0.03 0.01 -1.656
C -0.90211 -4.06234 2.96743 0.05 0.00 -0.06 0.499
C -1.83731 -3.14218 3.44167 -0.03 0.01 0.04 -1.049
C -2.04994 -1.93124 2.81333 -0.01 -0.01 -0.01 -0.090
C -1.34181 -1.61612 1.66015 0.08 -0.47 0.04 -0.256
N -1.43006 -0.38206 0.99377 0.79 0.58 0.61 0.819
C -2.67008 0.05214 0.54677 -0.23 -0.06 -0.41 1.362
C -3.70816 -0.88668 0.41734 0.01 0.02 -0.02 -0.339
C -4.97666 -0.53283 0.01964 -0.01 0.04 -0.01 -1.261
C -5.28174 0.78308 -0.32115 0.06 -0.04 0.01 0.211
C -6.64758 1.17203 -0.80759 -0.03 0.01 -0.01 -1.612
C -4.25506 1.70623 -0.25501 0.04 -0.04 0.02 -0.441
C -2.97426 1.36733 0.18085 0.02 -0.02 -0.01 -0.305
N -1.99306 2.40465 0.19207 0.01 -0.12 -0.13 0.151
C -2.22672 3.72743 0.10246 0.08 0.04 -0.01 -0.251
C -1.02439 4.36604 -0.08873 -0.06 -0.03 -0.01 -1.311
C -0.08400 3.34395 -0.09358 -0.08 0.01 0.02 -0.326
N -0.66543 2.15339 0.06209 -0.04 0.04 0.21 -0.072
C -0.41671 -2.53389 1.18606 -0.10 -0.08 0.09 0.268
C -0.17924 -3.73821 1.82824 -0.05 0.03 0.04 -0.589
N 0.31464 -2.19051 0.01759 0.04 0.00 0.06 0.472
C 0.72685 -3.00710 -0.96692 -0.06 -0.02 -0.04 -0.029
C 1.35723 -2.24107 -1.91995 -0.03 0.03 0.00 -1.371
C 1.28122 -0.93779 -1.43475 -0.13 0.02 -0.11 -0.344
N 0.64804 -0.91487 -0.26536 0.30 0.21 -0.07 -0.107
H -1.55425 -5.73050 4.15502 0.00 0.00 0.00 0.414
H 0.07449 -5.16928 4.51688 0.00 0.00 0.01 0.299
H -0.22514 -6.10412 3.05380 0.01 -0.01 0.00 0.390
H -2.39490 -3.37453 4.34021 0.00 0.00 0.01 0.426
H -2.76415 -1.22140 3.20977 0.02 0.02 -0.02 0.553
H -3.50208 -1.92147 0.65020 0.00 0.03 0.00 0.620
H -5.74024 -1.29756 -0.04612 -0.01 0.00 0.00 0.412
H -7.41378 0.53539 -0.36846 -0.01 0.00 0.00 0.402
H -6.71601 1.06967 -1.89213 0.00 0.00 -0.01 0.302
H -6.88024 2.20603 -0.55654 0.00 0.01 0.00 0.394
H -4.45723 2.71671 -0.57870 0.01 0.03 -0.01 0.479
H -3.21777 4.13068 0.18574 -0.04 0.00 0.00 0.381
H -0.85446 5.42255 -0.18256 0.01 0.02 0.00 0.484
H 0.98458 3.42453 -0.11800 0.10 -0.03 -0.01 0.459
H 0.58882 -4.40678 1.46027 0.01 -0.01 0.00 0.518
H 0.50331 -4.05874 -0.93195 0.02 -0.02 0.01 0.501
H 1.78913 -2.57326 -2.84583 0.02 -0.01 -0.01 0.462
H 1.62766 -0.02705 -1.88650 0.02 -0.01 0.02 0.507
C 2.87590 2.20122 -1.44734 -0.07 0.09 0.03 -1.803
C 3.14791 1.56643 -0.13038 -0.07 -0.03 -0.07 -0.109
N 2.31497 0.89586 0.66127 0.12 0.20 0.22 0.671
C 3.06833 0.38771 1.70556 0.12 -0.09 -0.05 0.079
C 4.36443 0.76097 1.53980 -0.11 0.00 0.15 0.208
N 4.38066 1.50372 0.39031 0.04 -0.06 -0.03 -0.084
C 5.65220 0.55695 2.27178 -0.02 -0.04 -0.15 0.500
O 5.63117 -0.21814 3.32474 -0.15 -0.18 0.08 -0.528
O 6.63570 1.10100 1.83556 -0.01 0.03 0.03 -0.599
C 2.41860 -0.48108 2.72253 0.28 -0.06 0.04 0.981
O 3.08087 -0.98392 3.61873 0.10 -0.03 -0.10 -0.895
O 1.16486 -0.67333 2.51955 -0.21 0.12 0.02 -0.735
H 1.82742 2.11186 -1.71686 -0.03 0.01 0.02 0.397
H 3.47649 1.71913 -2.22011 -0.01 0.00 -0.01 0.456
H 3.14204 3.25913 -1.43536 -0.01 0.00 0.00 0.409
H 5.23672 1.89589 0.01887 0.00 0.00 0.00 0.298
H 4.72384 -0.60899 3.49686 0.04 0.22 0.03 0.409
C -3.27190 7.30325 3.53689 0.00 0.02 0.00 -1.525
C -2.47671 6.03075 3.48882 -0.01 -0.03 0.01 1.019
C -1.09654 6.05529 3.30382 0.02 -0.03 0.00 -0.947
C -0.35584 4.88466 3.29345 0.02 0.04 0.06 -0.550
C -1.01065 3.67706 3.47166 -0.09 -0.09 -0.06 0.370
C -2.38556 3.61781 3.65093 -0.01 0.04 -0.04 -0.521
C -3.10767 4.79825 3.65773 -0.01 0.02 -0.01 -0.889
S -0.09750 2.18451 3.47907 -0.03 -0.21 -0.01 1.198
O 0.47139 1.94221 4.75579 -0.08 0.09 0.04 -0.652
O 0.89597 2.29253 2.34611 0.41 -0.34 -0.09 -0.588
O -0.98569 1.11257 2.91702 0.07 0.41 0.17 -0.633
H -2.72272 8.13287 3.09574 0.00 0.01 -0.01 0.375
H -3.49933 7.56707 4.57105 0.00 0.01 0.01 0.324
H -4.22073 7.19649 3.01208 -0.01 0.00 0.00 0.374
H -0.59338 7.00425 3.16972 0.01 0.02 0.00 0.388
H 0.71592 4.91022 3.14723 0.02 0.01 0.01 0.502
H -2.88220 2.66424 3.77125 0.00 -0.02 0.01 0.479
H -4.18084 4.76395 3.80106 0.00 0.00 0.00 0.415